[1]
A 2-piece molecular cluster, C4H4 overall at a distorted geometry, computed with wB97M-V/def2-TZVPD.

Structure (XYZ):
```
8
Properties=species:S:1:pos:R:3:forces:R:3:lowdin_charge:R:1
C 2.53296 0.16842 -0.01613 -3.2 -0.9 -1.1 -0.073
C -2.04412 0.65051 -0.00979 0.4 5.0 0.2 -0.032
C 1.32559 -0.27862 -0.02297 3.6 0.3 1.1 -0.069
C -1.96229 -0.51617 -0.14313 0.3 -4.3 1.2 -0.082
H 0.27147 -0.86634 0.20266 3.6 2.2 -0.9 0.041
H -1.94004 1.78209 0.09128 -0.5 -2.4 -0.3 0.072
H -1.81967 -1.58809 0.15754 -0.5 1.6 -1.1 0.061
H 3.63610 0.64820 -0.25946 -3.7 -1.6 0.9 0.082
```
Positions in Å, forces in eV/Å.

Summary:
SMILES string: C#C.C#C
LUMO: 1.239 eV
orbital gap: 11.367 eV
E: -154.590078 a.u.
highest occupied orbital energy: -10.1278 eV

=====

[2]
C4H40NO16 as an isolated structure at a distorted geometry, computed with wB97M-V/def2-TZVPD.

Structure (XYZ):
```
61
Properties=species:S:1:pos:R:3:forces:R:3:lowdin_charge:R:1
O 2.27617 0.02218 -2.65662 -0.1 0.3 -0.6 -0.071
O -1.37687 -1.72630 4.03063 -0.3 0.3 0.9 -0.064
O -2.66257 0.19385 -2.24054 -1.2 3.5 -3.6 -0.048
O 3.34612 -2.11240 1.63543 0.1 -0.4 -0.1 -0.069
O -2.05335 -0.16801 1.90403 0.1 -1.9 0.3 -0.171
O 1.48687 2.46447 -1.93684 0.7 0.3 -0.2 -0.080
O 0.06857 -1.50205 -2.73644 0.0 -2.8 1.8 -0.123
O 1.70678 3.70931 0.43601 -1.1 2.2 -1.9 -0.041
O 2.04872 -2.29179 -1.08092 1.2 0.3 0.0 -0.078
O -1.46312 2.24906 2.93484 0.1 4.3 0.1 0.021
O -1.52955 -2.69744 1.21600 0.1 0.5 -0.6 -0.199
O -1.84861 -2.07524 -1.16004 2.1 3.1 2.6 -0.190
O -0.44987 0.86643 -3.87810 1.2 1.2 -0.2 -0.090
O -0.95657 3.56605 0.62729 -1.9 1.3 -2.7 -0.019
O -1.18264 2.36749 -1.78972 3.0 4.6 0.3 -0.049
O 0.89673 -3.74294 0.85923 -1.6 0.1 -0.3 -0.097
N 2.13167 0.42562 0.44474 -0.7 -0.9 1.2 0.054
C 0.90565 -0.08022 2.48094 -1.3 0.9 0.9 -0.056
C -0.31457 0.00836 0.23812 0.0 0.6 -0.8 -0.116
C 0.80017 0.62768 1.11642 0.9 -2.2 -0.2 -0.356
C -1.72789 0.40830 0.65299 -1.3 -2.0 -1.5 -0.234
H 0.61809 1.66770 1.27184 0.0 0.7 -0.1 0.091
H -1.89887 1.45510 0.73064 0.1 0.7 -0.1 0.083
H -0.03319 3.69023 0.61873 2.4 0.4 0.1 -0.025
H 1.34071 -2.07959 -1.68796 -0.4 0.2 -0.7 -0.017
H 2.09271 -0.48141 -0.05292 0.0 0.6 0.3 0.041
H -0.25484 -1.10003 0.21220 0.3 0.9 0.3 0.092
H -0.01492 0.12480 3.11774 1.3 -0.5 -0.9 0.063
H -2.20475 -3.35238 1.37200 -0.3 -0.3 0.1 0.060
H -1.67132 -2.35984 0.09097 -0.3 -0.3 -0.2 0.038
H -0.20828 -0.72624 -3.15904 -1.2 2.1 -1.2 -0.050
H -0.03728 -3.32598 0.97744 1.5 -0.7 0.2 0.030
H 0.52489 2.42342 -1.92943 -0.5 -0.1 0.0 -0.009
H -1.16748 3.14731 1.42080 -0.6 -1.2 2.5 -0.036
H 0.46598 1.13437 -4.17666 -1.5 -0.3 0.5 0.090
H -1.67005 -0.88938 3.64316 0.0 -0.2 0.1 0.004
H 1.46613 -3.39695 1.54417 0.3 0.3 0.4 0.010
H 1.46559 -0.55187 -2.71151 0.9 0.0 0.4 0.012
H -1.76095 1.41160 2.78135 -1.4 -4.1 -0.7 -0.042
H 3.32288 -2.28654 0.68158 0.0 0.1 0.2 0.019
H -1.18854 2.81944 -0.90256 0.0 -0.1 -0.3 0.054
H 3.11457 -1.17905 1.70157 0.0 0.2 -0.1 -0.005
H 1.71235 3.34106 -0.48318 0.2 0.0 0.2 0.023
H 2.23588 1.11690 -0.25095 0.1 0.8 -1.0 0.012
H -2.51247 0.06327 -3.21422 -0.2 0.1 1.5 0.088
H 1.00865 -1.15119 2.35345 -0.2 -0.2 0.0 0.060
H -2.45778 -0.58632 -1.81841 0.9 -3.6 1.6 -0.068
H 1.62434 -2.89626 -0.46995 -0.3 -0.8 0.8 -0.017
H 1.79510 1.56349 -2.19135 0.0 0.1 0.0 0.001
H -2.50865 -0.00572 -0.08759 1.4 0.9 1.1 0.125
H 2.12946 3.08221 0.94684 1.5 -2.1 1.7 -0.007
H -2.26477 -2.77486 -1.52392 -2.2 -3.7 -1.9 -0.018
H 2.93455 -0.39689 -2.09126 -0.4 -0.3 -0.1 0.053
H -0.15203 0.30586 -0.83431 -0.1 -0.1 1.1 0.113
H -0.66793 -1.76782 -2.01626 0.7 0.5 -1.1 0.041
H -0.69521 1.52162 -3.16229 0.5 -0.6 -1.0 0.022
H -1.76946 1.69906 -1.75854 -3.7 -4.0 0.3 -0.059
H 1.76083 0.24525 3.08661 0.0 0.2 -0.4 0.082
H -0.78880 2.19300 3.57698 1.1 -0.1 1.1 0.049
H -1.18897 -2.25915 3.26387 0.2 -0.4 -0.5 -0.007
H -1.85256 -1.18369 1.77234 -0.6 1.9 0.2 0.075
```
Positions in Å, forces in eV/Å.

Summary:
LUMO: 2.701 eV
orbital gap: 9.276 eV
E: -1435.113480 a.u.
highest occupied orbital energy: -6.5751 eV
charge: -1

=====

[3]
C4H40NO16 as an isolated structure at a distorted geometry, computed with wB97M-V/def2-TZVPD.

Structure (XYZ):
```
61
Properties=species:S:1:pos:R:3:forces:R:3:lowdin_charge:R:1
O 2.71628 -1.26951 -1.29456 0.5 0.2 -1.1 -0.054
O -1.52636 2.87004 -2.31159 2.8 3.2 1.7 -0.064
O 1.07669 -2.75912 0.27086 6.5 2.0 -1.5 -0.174
O -2.74277 2.93066 2.47008 -0.6 -0.3 0.5 -0.047
O 0.07716 3.86638 2.18528 -1.2 0.7 -0.2 -0.134
O 0.06866 1.33686 2.72110 -0.1 0.0 1.0 -0.065
O 1.53643 -3.72611 -2.82077 3.0 -0.7 -2.7 -0.050
O 1.24584 1.56131 -1.08046 0.7 0.8 0.5 -0.136
O -2.40778 0.95987 -3.01064 -1.4 -3.1 -1.3 -0.107
O 2.44900 1.90826 1.45887 0.3 0.3 -0.1 -0.064
O -0.03135 -3.46215 -1.32348 -4.2 -0.4 -1.3 -0.164
O -0.08824 3.60811 -0.33726 0.6 0.9 0.1 -0.341
O 2.55754 -0.84960 1.52118 1.6 0.7 0.1 -0.078
O -0.01056 -3.44970 1.76958 -4.1 -2.7 6.5 -0.006
O -2.04942 -1.83468 2.95498 -0.1 -1.5 -0.8 -0.033
O 1.28326 0.06369 -3.36406 0.1 0.0 -0.7 -0.056
N -0.17134 -0.79667 -0.92430 -0.4 0.8 -0.7 0.042
C -2.63822 -1.09633 -0.70168 -0.6 0.0 -0.1 -0.039
C -1.35238 0.23522 1.00113 -1.0 1.3 -0.6 -0.144
C -0.07107 0.31698 1.78576 -0.4 -0.4 0.4 -0.281
C -1.29957 -0.90452 0.02112 -0.1 -2.0 -1.2 -0.398
H -1.90009 3.39265 2.43361 0.1 0.2 -0.3 -0.002
H -3.07954 -2.07771 -0.49714 0.1 0.1 0.3 0.077
H 0.76599 0.31928 1.10719 -0.2 0.2 -0.4 0.056
H -0.27924 -0.01930 -1.57980 -0.7 -0.3 0.3 0.067
H 1.68833 -0.99294 1.88378 0.0 0.0 0.2 -0.007
H 1.74844 1.49055 1.97981 -0.2 0.8 0.5 0.002
H -2.49190 -1.20261 2.37172 0.2 0.2 1.0 0.036
H 1.83623 -3.08866 -2.16548 0.5 0.3 -1.4 0.005
H -1.72706 1.09680 0.35788 1.6 -0.2 0.5 0.144
H -0.38547 2.17247 2.51821 0.5 0.0 -0.3 0.040
H 2.19651 0.31922 -3.20432 0.3 0.1 0.0 0.052
H -0.93258 2.96851 -1.46477 -1.0 0.7 0.0 0.026
H 1.65566 -3.25318 0.86404 0.7 1.0 0.1 0.099
H 0.67902 -0.51983 -0.44433 -0.6 -0.4 0.2 0.029
H -0.80683 3.07382 -2.92278 -0.5 0.0 -0.5 0.075
H 1.00880 -3.27033 -3.48720 0.0 0.0 0.5 0.074
H 1.34360 -0.87804 -3.16359 -0.2 0.1 0.3 0.026
H 1.03650 3.85975 2.19348 0.1 -0.3 -0.1 0.035
H 2.82456 0.10716 1.63831 -0.5 -1.3 -0.2 0.046
H 0.99509 2.52245 -0.78942 -0.8 -1.0 -1.0 0.027
H -3.30410 -0.32749 -0.31889 -0.5 0.0 -0.2 0.071
H -2.66213 -1.01904 -1.78727 0.5 0.3 0.1 0.062
H -2.20242 0.29252 1.68455 -0.1 -0.7 0.2 0.094
H 2.26258 -0.59821 -0.76945 0.6 0.0 0.2 0.005
H 0.24083 -3.21644 0.49736 3.3 7.2 -5.5 -0.096
H 0.05154 -0.59852 2.40963 -0.5 0.2 -0.6 0.130
H -2.23878 1.81773 -2.58391 -0.1 0.0 0.0 -0.129
H -0.20799 3.83904 1.19274 1.0 -0.2 0.4 0.003
H -0.85990 -2.99502 1.92845 0.0 -0.4 0.3 0.050
H -1.87431 -1.57293 3.85350 -0.3 0.8 0.1 0.064
H 0.23426 4.52664 -0.45396 -0.4 -0.8 -0.2 0.023
H -1.54557 0.77491 -3.38816 0.0 -0.2 -0.2 0.007
H 1.07118 1.31798 -2.00500 -0.1 0.6 0.4 0.002
H 2.01429 2.03641 0.59843 0.5 -0.2 0.1 0.016
H 2.14877 -2.03516 -1.16722 0.1 0.3 1.2 -0.020
H -0.00954 -2.45755 -1.43685 -0.5 -0.9 0.5 0.031
H -0.00080 -3.84812 0.89298 -3.3 -6.5 3.8 0.040
H -3.00479 2.64591 1.59027 0.4 0.3 -0.1 0.031
H 0.89945 -3.70281 -1.34471 -2.0 -0.6 0.6 0.000
H -1.15059 -1.91869 0.43590 0.1 1.1 0.5 0.100
```
Positions in Å, forces in eV/Å.

Summary:
LUMO: 2.623 eV
orbital gap: 8.862 eV
E: -1434.729413 a.u.
highest occupied orbital energy: -6.2385 eV
charge: -1

=====

[4]
C4H4AlNO2 as an isolated structure at a distorted geometry, computed with wB97M-V/def2-TZVPD.

Structure (XYZ):
```
12
Properties=species:S:1:pos:R:3:forces:R:3:lowdin_charge:R:1
Al -0.94014 -1.80129 -2.01011 -0.4 -0.8 -0.6 1.120
O 2.00766 -0.07568 0.29548 0.9 -0.1 0.5 0.251
O 0.68634 -1.64066 -0.61854 -0.2 1.6 -0.3 -0.133
N -0.27303 1.67735 0.39909 -0.5 -0.7 -0.3 0.294
C 0.21445 0.93797 -0.79514 0.2 -0.6 0.3 -0.044
C -0.98979 1.04822 1.20092 0.4 0.2 -0.3 -0.046
C 1.04986 -0.28738 -0.33835 0.1 -0.1 0.4 -0.453
C -1.55231 0.34311 2.06608 0.3 0.1 0.2 0.479
H -0.64155 0.68810 -1.42406 -0.3 0.3 0.0 0.071
H 0.91461 1.56507 -1.33152 0.0 0.3 -0.1 0.158
H -1.92303 -0.28410 2.85545 -0.4 0.1 0.2 0.127
H 1.44691 -2.17072 -0.29929 0.0 -0.2 0.0 0.176
```
Positions in Å, forces in eV/Å.

Summary:
LUMO: -13.109 eV
orbital gap: 5.779 eV
E: -601.618781 a.u.
highest occupied orbital energy: -18.8881 eV
charge: +2